[1]
A 12-piece molecular cluster, C16H56O12 overall in a non-equilibrium geometry, computed with wB97M-V/def2-TZVPD.

```
84
Properties=species:S:1:pos:R:3
C -2.40 3.33 3.80
C -2.25 3.61 2.32
C -2.51 5.07 1.85
O -0.90 3.38 2.05
H -1.73 3.97 4.28
H -2.01 2.34 4.01
H -3.36 3.39 4.27
H -2.84 2.89 1.73
H -3.51 5.48 2.15
H -2.30 5.18 0.79
H -1.86 5.75 2.37
H -0.69 3.71 1.15
C 5.06 3.10 -2.73
C 3.84 3.03 -3.56
C 4.10 2.46 -4.92
O 2.83 2.19 -2.84
H 5.57 2.19 -2.93
H 4.80 3.24 -1.67
H 5.72 3.90 -2.98
H 3.35 4.01 -3.51
H 4.52 1.45 -4.69
H 4.87 3.02 -5.51
H 3.15 2.32 -5.52
H 2.23 1.78 -3.50
C 1.61 0.64 0.92
O 0.40 -0.18 1.45
H 1.64 1.60 1.41
H 2.46 0.00 1.10
H 1.46 0.68 -0.19
H -0.36 -0.03 0.83
C -3.03 -2.81 4.24
O -2.62 -2.38 2.97
H -4.08 -2.54 4.35
H -2.85 -3.83 4.44
H -2.46 -2.23 4.96
H -1.80 -2.83 2.74
C 0.38 0.09 5.26
O 1.12 0.12 4.01
H 0.99 0.58 6.08
H -0.61 0.57 5.35
H 0.15 -0.97 5.53
H 0.50 0.04 3.27
C -1.95 -4.30 -1.02
O -2.02 -3.12 -1.79
H -0.91 -4.65 -0.97
H -2.31 -4.14 -0.01
H -2.64 -5.03 -1.39
H -2.12 -3.33 -2.73
C 0.48 -3.54 3.24
O -0.13 -3.18 2.06
H 0.65 -4.65 3.10
H 1.34 -2.94 3.57
H -0.14 -3.46 4.21
H -0.02 -2.23 1.98
C -2.82 1.01 -3.68
O -1.79 1.61 -2.86
H -2.74 -0.08 -3.81
H -3.82 1.18 -3.24
H -2.69 1.48 -4.63
H -1.99 1.29 -1.97
C 0.14 -0.10 -5.24
O 0.00 -0.38 -3.82
H -0.87 -0.21 -5.77
H 0.53 0.88 -5.46
H 0.71 -0.88 -5.66
H -0.59 0.36 -3.49
C 0.41 -3.72 -4.16
O -0.76 -3.11 -4.82
H 0.68 -3.18 -3.24
H 0.15 -4.77 -3.98
H 1.30 -3.70 -4.79
H -0.60 -2.18 -4.59
C -3.34 -0.69 -0.04
O -1.98 -0.67 -0.38
H -3.51 -1.33 0.83
H -3.61 0.32 0.21
H -3.94 -0.93 -0.96
H -1.77 -1.51 -0.90
C 4.66 -0.53 3.35
O 3.76 -1.24 4.18
H 5.57 -0.31 3.96
H 4.95 -0.97 2.40
H 4.30 0.47 3.24
H 2.86 -0.86 3.94
```

Results
E_LUMO: 0.49 eV
Structure (SMILES): CC(C)O.CC(C)O.CO.CO.CO.CO.CO.CO.CO.CO.CO.CO
DFT total energy: -42065.0585 eV



[2]
A 2-piece molecular cluster, C2H4IN2 overall in a non-equilibrium geometry, computed with wB97M-V/def2-TZVPD.

```
9
Properties=species:S:1:pos:R:3
C -1.23 1.13 -0.19
C -0.51 -1.14 -0.15
N -0.89 -0.04 -0.53
N -0.13 -2.21 0.10
I 2.75 0.86 -0.34
H -1.55 1.85 -1.10
H -1.16 1.61 0.89
H 2.97 1.12 1.21
H -0.25 -3.18 0.11
```

Results
E_LUMO: -6.64 eV
DFT total energy: -13209.6413 eV
Net charge: +1



[3]
C38H32CuF10GeN3O as an isolated structure, computed with wB97M-V/def2-TZVPD.

```
86
Properties=species:S:1:pos:R:3
Cu -0.31 0.06 1.11
C -1.81 3.24 1.18
N -1.88 1.81 1.44
C -2.01 1.57 2.89
C -0.65 1.60 3.57
N 0.20 0.57 2.99
C 1.23 0.10 3.73
C 1.82 -1.15 3.42
F 1.30 -1.88 2.41
C 2.90 -1.68 4.08
F 3.39 -2.87 3.72
C 3.50 -0.99 5.12
F 4.55 -1.50 5.78
C 2.97 0.24 5.47
F 3.54 0.95 6.45
C 1.89 0.76 4.79
F 1.53 2.02 5.13
C -2.96 1.23 0.65
C -3.01 -0.28 0.66
N -1.75 -0.92 0.27
C -1.77 -2.30 0.19
C -0.58 -2.99 -0.03
F 0.54 -2.26 -0.16
C -0.47 -4.36 -0.18
F 0.73 -4.89 -0.43
C -1.59 -5.15 -0.09
F -1.51 -6.48 -0.23
C -2.79 -4.53 0.14
F -3.91 -5.26 0.24
C -2.89 -3.15 0.28
F -4.14 -2.68 0.49
H -2.77 3.73 1.39
H -1.55 3.42 0.14
H -1.05 3.70 1.81
H -2.43 0.58 3.04
H -2.69 2.30 3.34
H -0.82 1.45 4.64
H -0.22 2.61 3.47
H -2.83 1.59 -0.37
H -3.95 1.60 1.00
H -3.83 -0.56 -0.01
H -3.31 -0.63 1.65
C -2.52 -3.37 -4.12
C -3.24 -2.42 -3.40
C -2.58 -1.45 -2.68
C -1.18 -1.39 -2.67
C -0.47 -2.34 -3.41
C -1.13 -3.33 -4.12
Ge -0.17 -0.08 -1.68
C 1.68 -0.17 -2.27
C 2.03 0.78 -3.24
C 3.29 0.78 -3.82
C 4.23 -0.17 -3.45
C 3.89 -1.13 -2.51
C 2.63 -1.14 -1.93
C -0.77 1.73 -1.96
C 0.01 2.83 -1.58
C -0.36 4.12 -1.93
C -1.52 4.34 -2.66
C -2.30 3.27 -3.05
C -1.92 1.97 -2.72
H -3.04 -4.14 -4.67
H -4.32 -2.45 -3.40
H -3.15 -0.75 -2.09
H 0.62 -2.32 -3.41
H -0.57 -4.07 -4.68
H 1.31 1.52 -3.55
H 3.53 1.52 -4.57
H 5.21 -0.17 -3.91
H 4.62 -1.88 -2.22
H 2.41 -1.91 -1.20
H 0.90 2.67 -1.00
H 0.26 4.95 -1.62
H -1.81 5.35 -2.92
H -3.20 3.44 -3.64
H -2.53 1.15 -3.08
C 3.77 0.56 1.29
C 2.50 1.33 1.05
C 2.37 2.68 1.68
O 1.61 0.87 0.35
H 4.63 1.16 0.98
H 3.76 -0.38 0.75
H 3.87 0.38 2.36
H 3.17 3.33 1.32
H 2.48 2.59 2.76
H 1.39 3.11 1.45
```

Results
E_LUMO: -0.95 eV
DFT total energy: -174770.3889 eV